10
Properties=species:S:1:pos:R:3:forces:R:3 method="wB97M-V/def2-TZVPD" max_force_ev_per_a=4.12 charge=0 smiles="C=CC=C=N" relative_energy_kcal_mol=57.2 homo_lumo_gap_ha=0.3291 energy_ha=-210.0725
C 0.643011 0.873011 1.059226 3.1 1.9 2.0
C -0.392155 1.079870 0.295718 1.0 -1.7 0.0
C -0.917206 0.014031 -0.499482 0.0 -0.3 -0.6
C -0.267450 -1.101642 -0.771029 0.1 0.4 -0.2
N 0.272427 -2.163682 -0.852713 0.4 -1.4 0.3
H 1.367472 0.062359 1.172395 -0.9 -0.3 -0.2
H 0.998338 1.806600 1.550086 0.0 -0.9 0.0
H -0.651847 2.086859 0.354414 -1.6 1.2 -0.6
H -1.907873 0.052984 -0.815790 -1.6 0.0 -0.7
H 0.855283 -2.710390 -1.492825 -0.5 1.1 0.1